83
Properties=species:S:1:pos:R:3:mulliken_charge:R:1 method="wB97M-V/def2-TZVPD" lumo_energy_ev=4.111 e_homo_ha=-0.060 charge=-2 de_lowest_kcal_mol=31.6
K -0.2690 -0.0455 1.3997 0.984
C -1.5829 3.1568 -1.3777 -1.381
N -0.2434 2.6058 -1.1930 -0.175
C 0.3221 1.8901 -2.3364 0.503
C 1.6939 1.4350 -1.9783 -0.318
N 1.9827 0.6991 -0.9433 0.522
C 3.3468 0.4699 -1.0233 0.409
C 4.1878 -0.2595 -0.1843 0.328
C 5.5273 -0.3428 -0.5232 -1.283
C 6.0393 0.2856 -1.6675 -0.620
C 5.2205 1.0228 -2.5069 -1.030
C 3.8773 1.1010 -2.1613 0.044
N 2.7950 1.7256 -2.7444 -0.040
C -2.6030 2.2592 -2.0257 0.825
N -2.5317 1.7263 -3.2154 -0.620
C -3.6437 0.9015 -3.3005 0.426
C -4.0290 0.0253 -4.3105 -0.510
C -5.1578 -0.7471 -4.1033 -0.527
C -5.8878 -0.6655 -2.9086 -0.440
C -5.5125 0.1953 -1.8917 -0.802
C -4.3889 0.9809 -2.1145 0.474
N -3.7297 1.9057 -1.3318 -0.129
H -1.5427 4.1073 -1.9206 0.508
H -1.9304 3.3572 -0.3656 0.387
H -0.3239 1.9275 -0.4385 -0.027
H 0.3432 2.5364 -3.2179 0.202
H -0.2557 0.9978 -2.5981 -0.452
H 3.8018 -0.7387 0.7075 0.407
H 6.1986 -0.9010 0.1182 0.447
H 7.0949 0.1960 -1.8954 0.367
H 5.6126 1.5128 -3.3903 0.394
H 2.7805 2.2679 -3.5878 0.234
H -3.4159 -0.0790 -5.1961 0.386
H -5.4657 -1.4593 -4.8599 0.338
H -6.7466 -1.3112 -2.7677 0.346
H -6.0523 0.2311 -0.9537 0.412
H -3.6739 1.8481 -0.3181 0.137
N -1.5189 -4.0661 -2.4528 -0.620
C -1.5206 -2.7739 -1.8881 0.411
S -0.6338 -1.5826 -2.7621 -0.573
N -2.2044 -2.7190 -0.7827 -1.148
N -2.2132 -1.5080 -0.1142 1.166
C -2.9478 -1.5597 0.9319 -0.612
C -3.2641 -0.5214 1.9341 1.296
C -4.0239 -1.0144 3.0086 -0.834
C -4.5127 -0.2376 4.0401 -0.725
C -4.2467 1.1318 4.0083 -0.448
C -3.5192 1.6695 2.9744 -0.584
C -2.9921 0.8983 1.8930 0.055
O -2.3285 1.4834 0.9649 -0.656
H -1.4145 -4.0226 -3.4547 0.226
H -2.3207 -4.6010 -2.1450 0.266
H -3.4408 -2.5164 1.1383 0.022
H -4.2389 -2.0789 3.0148 0.279
H -5.0829 -0.6832 4.8457 0.361
H -4.6035 1.7793 4.8032 0.348
H -3.2856 2.7282 2.9505 0.370
C 2.7461 2.0256 2.2678 -1.581
C 2.1550 1.4692 3.5818 1.719
O 1.2056 0.5670 3.3739 -1.073
C 3.3274 0.8358 4.3888 0.284
F 4.3421 1.6953 4.6994 -0.325
F 2.9429 0.2876 5.5542 -0.277
F 3.9028 -0.1557 3.6765 -0.210
C 1.5947 2.6808 4.3861 0.422
F 0.5686 3.2428 3.7264 -0.231
F 2.4966 3.6888 4.5933 -0.323
F 1.1345 2.3488 5.6082 -0.285
H 3.1165 1.1739 1.7007 -0.030
H 3.5485 2.7570 2.3963 0.466
H 1.9360 2.4762 1.6941 0.380
C 3.3465 -3.8642 -1.6020 -0.878
N 2.8061 -3.3777 -0.3522 0.365
C 3.2591 -3.6376 0.9212 -0.317
C 2.4565 -2.9058 1.7523 -0.803
N 1.5344 -2.2106 1.0160 0.123
C 1.7795 -2.5032 -0.2401 -0.470
H 4.0312 -4.6861 -1.3990 0.314
H 3.8885 -3.0704 -2.1197 0.275
H 2.5376 -4.2190 -2.2391 0.306
H 4.0906 -4.2972 1.1041 0.397
H 2.4999 -2.8165 2.8260 0.462
H 1.2277 -2.1289 -1.0974 -0.037

91
Properties=species:S:1:pos:R:3:mulliken_charge:R:1 method="wB97M-V/def2-TZVPD" lumo_energy_ev=-3.549 e_homo_ha=-0.392 charge=+1
C 1.1693 2.3738 -1.0513 -0.874
P 0.9555 2.9855 -2.7388 -0.042
O 0.9324 1.5724 -3.5459 -0.480
N -0.7428 3.6208 -2.8070 -0.253
C -1.8089 2.8456 -2.5045 -0.762
N -1.9716 1.7007 -3.1077 0.216
N -3.0851 0.8715 -2.8662 -0.409
N -2.8214 3.2470 -1.6103 0.939
C -3.5556 4.3606 -2.2457 -0.844
C -4.7056 4.9339 -1.4387 -0.746
S -6.1812 3.9137 -1.1989 -0.179
C -5.5956 2.3365 -0.7251 0.520
N -4.7186 1.9745 0.1561 0.022
N -4.7115 0.5861 0.1365 -0.473
C -5.5904 0.2263 -0.7398 -0.254
O -6.1949 1.2979 -1.3388 -0.320
C -2.2897 3.5602 -0.2896 -0.731
C -1.7467 2.3744 0.4468 -0.078
O -1.2152 2.4773 1.4812 -0.487
F -1.8580 1.2130 -0.1707 -0.181
H 0.6513 1.4331 -0.8696 0.255
H 2.2293 2.1565 -0.9733 0.581
H 0.8670 3.1158 -0.3214 0.317
H 0.9571 1.7359 -4.4988 0.324
H -0.7734 4.4723 -2.2548 0.470
H -1.2768 1.3818 -3.7709 0.197
H -2.7223 -0.0620 -2.6963 0.288
H -3.6049 0.8008 -3.7369 0.269
H -3.9734 3.9575 -3.1663 0.379
H -2.9200 5.2007 -2.5451 0.461
H -4.3750 5.3519 -0.4941 0.452
H -5.0584 5.7817 -2.0165 0.465
H -5.8837 -0.7524 -1.0594 0.613
H -3.0862 3.9259 0.3463 0.518
H -1.5246 4.3406 -0.2795 0.758
C 3.3677 -2.7448 -2.9137 -1.032
C 4.3103 -3.1948 -2.0719 0.272
C 5.1475 -2.2525 -1.2477 0.776
O 5.9695 -2.7243 -0.4900 -0.568
C 4.9345 -0.8224 -1.3988 -0.854
C 3.9989 -0.3787 -2.2443 0.427
C 3.1398 -1.3200 -3.0491 1.035
O 2.2851 -0.8426 -3.7761 -0.563
O 3.7616 0.9247 -2.4256 -0.602
O 4.5700 -4.4788 -1.9000 -0.575
H 2.7571 -3.4106 -3.5066 0.449
H 5.5556 -0.1589 -0.8126 0.582
H 3.0572 0.9807 -3.0985 0.223
H 5.2862 -4.5390 -1.2393 0.353
C 9.6105 -1.4505 2.7681 -1.098
C 10.5864 -2.1278 3.3889 0.339
C 10.9005 -3.5623 3.0518 1.066
O 11.8149 -4.0921 3.6533 -0.614
C 10.0978 -4.2258 2.0408 -0.942
C 9.1194 -3.5495 1.4232 0.426
C 8.8232 -2.1072 1.7404 1.042
O 7.9301 -1.5696 1.1119 -0.540
O 8.3379 -4.0825 0.4949 -0.565
O 11.3484 -1.6015 4.3352 -0.568
H 9.3805 -0.4205 3.0006 0.432
H 10.3196 -5.2599 1.8186 0.432
H 7.7105 -3.3808 0.2226 0.336
H 11.9703 -2.3049 4.6062 0.368
C -0.0757 3.7031 6.3336 -1.080
C 0.9360 3.2265 7.0735 0.362
C 1.5627 1.8842 6.7972 1.048
O 2.4878 1.5398 7.5065 -0.613
C 1.0290 1.0838 5.7098 -0.906
C 0.0159 1.5591 4.9727 0.364
C -0.5943 2.9125 5.2347 1.060
O -1.5001 3.2727 4.5045 -0.591
O -0.5255 0.8898 3.9646 -0.567
O 1.4631 3.8854 8.0923 -0.564
H -0.5304 4.6650 6.5234 0.426
H 1.4747 0.1158 5.5298 0.439
H -1.2260 1.4661 3.6013 0.271
H 2.1747 3.3178 8.4476 0.369
C -8.2865 -3.0001 -2.9675 -1.058
C -9.4451 -3.6656 -3.0995 0.397
C -9.6330 -5.0558 -2.5440 0.968
O -10.7202 -5.5740 -2.6945 -0.598
C -8.5111 -5.6868 -1.8713 -0.948
C -7.3563 -5.0206 -1.7447 0.393
C -7.1801 -3.6244 -2.2783 1.078
O -6.0960 -3.0859 -2.1017 -0.691
O -6.2883 -5.5298 -1.1449 -0.556
O -10.4994 -3.1667 -3.7148 -0.561
H -8.1435 -2.0037 -3.3612 0.442
H -8.6488 -6.6883 -1.4896 0.430
H -5.5949 -4.8458 -1.1869 0.347
H -11.1977 -3.8500 -3.6643 0.372

79
Properties=species:S:1:pos:R:3:mulliken_spin:R:1 method="wB97M-V/def2-TZVPD" spin_multiplicity=2 lumo_energy_ev="0.290 / 0.230" s_squared=0.75 e_homo_ha="-0.278 / -0.272" charge=0 de_lowest_kcal_mol=26.6
Ir 0.9240 0.1197 0.3875 0.685
O 1.4517 -1.1839 -3.9400 0.000
C 0.8399 -0.2915 -3.4186 0.002
O -0.2527 -0.4864 -2.6786 0.006
C 1.1591 1.1821 -3.4942 -0.001
C 2.2472 1.5979 -2.4934 0.000
C 2.6310 3.0504 -2.8103 -0.001
C 1.3923 3.8148 -2.2828 0.004
C 0.5380 2.6694 -1.7249 0.001
O 1.5407 1.7606 -1.2420 0.034
C -0.0785 1.8946 -2.9087 -0.008
C -1.0104 0.7161 -2.6533 0.009
O -2.1334 0.6286 -3.0079 0.000
O -0.9896 0.8253 -0.5018 0.000
H 1.4445 1.4415 -4.5104 0.001
H 3.0702 0.9020 -2.3648 0.012
H 3.5337 3.3312 -2.2717 0.000
H 2.8103 3.1956 -3.8746 0.000
H 1.6614 4.4958 -1.4778 0.000
H 0.8708 4.3840 -3.0518 0.000
H -0.1356 2.9277 -0.9168 0.005
H -0.6109 2.5686 -3.5758 0.000
C -6.2487 0.5254 -1.0069 0.000
C -5.3430 1.5751 -1.0979 0.000
C -4.0291 1.3931 -0.7050 0.001
C -3.6133 0.1554 -0.2196 0.004
C -4.5241 -0.8930 -0.1250 0.000
C -5.8412 -0.7074 -0.5205 0.000
P -1.9232 -0.0139 0.3831 0.130
C -1.5284 -1.7665 0.3697 0.039
C -0.8900 -2.3464 1.4637 -0.051
C -0.5078 -3.6770 1.4068 0.016
C -0.7571 -4.4210 0.2608 0.003
C -1.3938 -3.8425 -0.8297 0.005
C -1.7825 -2.5135 -0.7788 0.014
C -1.9355 0.6489 2.0492 -0.018
C -3.1042 0.5605 2.7738 -0.004
C -3.2209 1.1810 4.0233 0.001
C -2.1898 1.9422 4.4999 -0.001
C -0.9830 2.0749 3.7779 0.002
C 0.0666 2.8852 4.2559 -0.003
C 1.2307 2.9764 3.5412 0.000
C 1.4046 2.2234 2.3716 0.008
C 0.4232 1.3929 1.8652 -0.020
C -0.8177 1.3697 2.5474 0.016
H -7.2748 0.6693 -1.3198 0.000
H -5.6626 2.5344 -1.4829 0.000
H -3.3174 2.2050 -0.7863 0.000
H -4.2051 -1.8556 0.2537 0.001
H -6.5445 -1.5268 -0.4509 0.000
H -0.7021 -1.7569 2.3534 0.009
H -0.0099 -4.1312 2.2536 0.001
H -0.4515 -5.4588 0.2157 0.000
H -1.5795 -4.4229 -1.7237 0.000
H -2.2451 -2.0454 -1.6401 0.000
H -3.9587 0.0371 2.3642 0.000
H -4.1412 1.0858 4.5848 0.000
H -2.2833 2.4639 5.4454 0.000
H -0.0669 3.4230 5.1869 0.000
H 2.0385 3.6068 3.8930 0.000
H 2.3628 2.2708 1.8630 -0.005
C 3.1300 -3.7340 0.6394 0.001
C 3.8801 -2.4849 0.2266 -0.002
O 5.2782 -2.7388 0.1982 0.000
P 3.6136 -1.1081 1.4172 0.014
O 4.3658 -1.4700 2.7626 0.000
O 4.3735 0.1172 0.8244 0.001
O 2.1726 -0.8468 1.7696 0.013
P 3.2718 -1.7326 -1.3429 0.005
O 3.1971 -2.8775 -2.4394 0.000
O 4.3387 -0.7173 -1.6589 0.000
O 1.8711 -1.2537 -1.0463 0.073
H 3.5217 -4.1132 1.5844 0.000
H 3.2665 -4.4979 -0.1262 0.000
H 2.0676 -3.5174 0.7413 0.000
H 5.6713 -2.1692 -0.4787 0.000
H 3.7749 -1.4000 3.5225 0.000
H 4.4990 -0.0055 -0.1806 0.000
H 2.3523 -2.8158 -2.9165 0.000

Strongest force on any atom: 0.0115 0.0449 0.0364 (Eh/bohr)